Below is a structure of composition C14H25FeN4O4SSe3Te in a non-equilibrium geometry, with properties calculated with wB97M-V/def2-TZVPD.

```
! wB97M-V def2-TZVPD RIJCOSX def2/J DEFGRID3
* xyz -1 5
Fe -1.073 1.093 0.935
N -0.489 2.802 -0.293
C 0.784 3.407 0.083
C 1.820 2.321 0.374
N 1.234 1.331 1.274
C 1.436 1.569 2.791
C 0.346 2.521 3.259
N -1.012 2.235 2.808
H -0.450 2.466 -1.259
H -1.236 3.477 -0.253
H 0.496 3.988 0.985
H 1.221 4.095 -0.658
H 2.767 2.677 0.746
H 2.123 1.793 -0.563
H 1.557 0.379 1.089
H 2.400 2.015 3.016
H 1.435 0.589 3.256
H 0.491 3.535 2.939
H 0.364 2.629 4.310
H -1.377 3.197 2.594
H -1.622 1.874 3.601
Se -3.412 0.905 0.439
Se -4.018 3.173 -0.011
Te -3.710 4.588 2.112
Se -1.453 5.390 1.514
C -1.658 0.391 -3.408
C -0.820 -0.770 -2.979
C 0.430 -0.530 -2.444
C 1.208 -1.557 -1.966
C 0.757 -2.839 -2.107
C -0.512 -3.138 -2.596
C -1.328 -2.056 -3.035
S 1.819 -4.160 -1.499
O 1.201 -5.386 -1.877
O 3.120 -3.828 -1.941
N 1.736 -4.089 0.148
C 0.419 -4.319 0.730
C -0.520 -3.095 0.790
C 0.166 -1.797 1.217
O 1.403 -1.697 1.237
O -0.667 -0.881 1.379
H -1.029 1.215 -3.681
H -2.227 0.734 -2.528
H -2.364 0.104 -4.162
H 0.812 0.463 -2.571
H 2.189 -1.259 -1.541
H -0.847 -4.170 -2.626
H -2.322 -2.324 -3.448
H 2.063 -3.181 0.443
H 0.645 -4.569 1.763
H 0.038 -5.164 0.208
H -1.285 -3.207 1.573
H -1.048 -2.936 -0.163
*
```

Summary:
HOMO-LUMO gap (alpha / beta) = 0.2365 / 0.2359 hartree
maximum force = 0.0464 Eh/bohr